# 1
A structure of composition C51H67N12OPSZr. Source: OMol25; level of theory: the ωB97M-V functional and the def2-TZVPD basis.

Each line ends with the Mulliken charge.
Geometry (Å):
Zr  0.921  1.207  0.377  -0.65
C  4.646  2.908  2.335  -1.07
C  4.356  4.263  2.546  -0.55
C  3.056  4.677  2.460  -0.97
C  2.030  3.759  2.144  0.46
N  2.338  2.488  1.807  0.40
C  3.616  2.081  1.972  -0.57
N  0.752  4.248  2.271  -0.40
C  -0.254  3.425  2.329  0.07
N  -0.267  2.120  1.950  0.62
C  -1.439  1.536  2.422  0.09
N  -1.635  0.280  2.475  0.16
C  -0.630  -0.646  2.262  -0.58
C  -1.211  -2.035  2.164  2.88
C  -0.186  -3.023  1.761  -0.92
C  1.125  -2.711  1.958  -1.49
C  1.553  -1.397  2.183  -1.98
N  0.658  -0.381  2.157  -0.34
C  -2.310  2.595  2.943  0.30
C  -3.577  2.569  3.504  -0.20
C  -4.094  3.771  3.967  -1.07
C  -3.355  4.956  3.903  -0.75
C  -2.073  4.970  3.376  -0.54
C  -1.577  3.773  2.885  0.16
H  5.642  2.510  2.459  0.55
H  5.138  4.963  2.807  0.48
H  2.758  5.691  2.679  0.58
H  3.796  1.026  1.801  0.74
H  -2.970  -1.222  1.618  0.42
H  -0.485  -4.041  1.556  0.33
H  1.869  -3.493  1.898  0.70
H  2.584  -1.133  2.362  1.77
H  -4.136  1.647  3.593  0.59
H  -5.083  3.793  4.404  0.47
H  -3.789  5.867  4.289  0.44
H  -1.477  5.871  3.354  0.59
C  3.339  2.011  -2.094  0.43
C  2.300  1.153  -2.841  -0.76
N  0.985  1.188  -2.184  0.88
C  0.041  2.127  -2.824  -1.19
C  -0.812  2.854  -1.805  0.43
N  -0.023  3.268  -0.627  0.25
C  0.853  4.435  -0.879  -0.96
C  2.170  4.047  -1.517  -1.11
N  2.717  2.773  -1.001  0.28
H  3.851  2.684  -2.791  0.75
H  4.103  1.375  -1.664  -1.34
H  2.643  0.118  -2.863  0.20
H  2.206  1.475  -3.882  0.72
H  0.563  0.266  -2.173  -0.89
H  -0.606  1.602  -3.537  0.60
H  0.612  2.837  -3.420  0.38
H  -1.578  2.190  -1.424  -0.85
H  -1.295  3.725  -2.265  0.82
H  -0.699  3.583  0.064  0.18
H  1.011  4.923  0.082  0.46
H  0.334  5.155  -1.522  0.55
H  2.888  4.860  -1.370  0.55
H  2.061  3.950  -2.596  0.42
H  3.442  2.989  -0.325  0.25
O  2.539  -0.219  -0.305  0.31
S  3.822  -0.915  0.221  0.41
C  3.604  -2.645  -0.047  0.40
C  4.405  -3.498  0.698  -0.53
C  4.263  -4.865  0.520  -0.91
C  3.329  -5.355  -0.381  -0.82
C  2.538  -4.484  -1.118  -0.91
C  2.675  -3.113  -0.959  0.33
C  5.112  -0.551  -0.927  -0.10
C  5.139  -1.060  -2.225  0.11
C  6.163  -0.677  -3.070  -0.91
C  7.156  0.190  -2.618  -0.50
C  7.135  0.671  -1.320  -0.89
C  6.106  0.299  -0.464  -0.19
H  5.116  -3.111  1.415  0.50
H  4.874  -5.547  1.093  0.46
H  3.217  -6.422  -0.509  0.46
H  1.812  -4.878  -1.814  0.39
H  2.061  -2.413  -1.507  0.35
H  4.385  -1.757  -2.562  0.45
H  6.204  -1.064  -4.079  0.46
H  7.958  0.476  -3.284  0.45
H  7.919  1.326  -0.969  0.46
H  6.081  0.667  0.554  0.49
N  -0.699  0.064  -0.356  0.68
P  -1.966  -0.816  -0.443  -2.13
N  -3.475  -0.143  -0.570  1.30
C  -4.455  0.068  0.525  -0.13
C  -5.748  0.654  -0.020  -1.18
C  -5.536  2.034  -0.645  -0.85
C  -4.144  2.111  -1.277  -0.24
C  -3.702  0.731  -1.740  -1.29
N  -2.347  -1.830  1.078  0.28
C  -3.127  -3.051  0.683  -0.55
C  -3.860  -3.770  1.805  -1.08
C  -2.980  -4.632  2.698  -0.76
C  -2.211  -3.865  3.774  -0.95
C  -1.935  -2.394  3.485  -1.24
N  -1.887  -1.910  -1.662  1.15
C  -0.564  -2.343  -2.130  0.68
C  -0.694  -3.540  -3.059  -1.34
C  -1.528  -3.199  -4.295  -0.92
C  -2.728  -2.310  -3.923  -0.94
C  -3.033  -2.413  -2.439  -0.76
H  -4.033  0.721  1.298  0.12
H  -4.701  -0.892  0.983  -0.03
H  -6.471  0.700  0.795  0.42
H  -6.163  -0.040  -0.754  0.36
H  -5.645  2.817  0.105  0.44
H  -6.304  2.213  -1.398  0.34
H  -3.425  2.471  -0.532  -0.30
H  -4.125  2.816  -2.109  0.67
H  -2.783  0.761  -2.328  0.74
H  -4.465  0.287  -2.387  0.46
H  -2.432  -3.716  0.170  0.25
H  -3.851  -2.709  -0.058  0.50
H  -4.590  -4.410  1.303  0.49
H  -4.451  -3.057  2.390  0.28
H  -2.290  -5.188  2.057  0.30
H  -3.601  -5.391  3.176  0.49
H  -1.268  -4.376  3.978  0.31
H  -2.771  -3.896  4.711  0.55
H  -1.266  -2.022  4.264  0.51
H  -2.846  -1.794  3.584  0.45
H  0.048  -2.581  -1.256  -0.26
H  -0.069  -1.524  -2.673  -0.21
H  -1.134  -4.374  -2.508  0.47
H  0.304  -3.864  -3.358  0.34
H  -1.867  -4.118  -4.773  0.42
H  -0.901  -2.688  -5.028  0.36
H  -3.611  -2.590  -4.498  0.51
H  -2.523  -1.262  -4.159  0.15
H  -3.241  -3.454  -2.170  0.51
H  -3.913  -1.839  -2.169  0.60

Cartesian forces (eV/Å) of the 6 atoms listed first:
-0.31 -0.76 -1.21
-0.10 -0.01 0.00
0.06 -0.07 -0.01
-0.10 -0.05 -0.01
0.06 0.21 0.14
-0.02 -0.04 0.03

As for the energy above the lowest of the compared OMol25 structures with the same formula, charge and spin: 84.5 kcal per mole. Its net charge is +2. As for the LUMO energy (spin up / spin down): -0.1851 / -0.1851 Ha. The HOMO-LUMO gap (spin up / spin down) is 5.132 / 5.129 eV.



# 2
A structure of composition C51H67N3O6S3Si2Sr. Source: OMol25; level of theory: the ωB97M-V functional and the def2-TZVPD basis.

Each line ends with the Mulliken charge.
Geometry (Å):
Sr  -0.218  -0.774  -0.085  1.84
C  -3.754  -3.703  1.626  -1.91
C  -2.384  -3.175  1.250  -0.05
N  -2.208  -1.917  1.031  0.52
N  -3.281  -1.092  1.273  -0.63
C  -3.443  -0.048  0.527  -0.06
S  -2.693  0.452  -0.906  -0.39
S  -4.797  1.015  1.100  -0.18
C  -4.377  1.210  2.879  -0.50
C  -5.358  0.532  3.792  0.41
C  -5.621  -0.831  3.651  -0.23
C  -6.536  -1.459  4.479  -0.55
C  -7.209  -0.737  5.460  -0.38
C  -6.959  0.618  5.601  -0.54
C  -6.039  1.247  4.771  -0.47
C  -1.288  -4.145  1.158  0.25
C  -1.414  -5.389  1.789  -0.54
C  -0.429  -6.355  1.738  -0.96
C  0.752  -6.087  1.041  -0.65
C  0.904  -4.887  0.392  -0.02
C  -0.109  -3.885  0.381  0.63
O  0.049  -2.826  -0.317  -1.10
H  -4.516  -2.981  1.346  0.54
H  -3.814  -3.862  2.707  0.20
H  -3.951  -4.644  1.114  0.50
H  -4.346  2.282  3.068  0.36
H  -3.376  0.791  2.976  0.05
H  -5.091  -1.376  2.878  0.39
H  -6.740  -2.515  4.352  0.39
H  -7.923  -1.231  6.108  0.36
H  -7.491  1.194  6.349  0.36
H  -5.842  2.307  4.888  0.33
H  -2.303  -5.601  2.370  0.36
H  -0.573  -7.304  2.241  0.33
H  1.549  -6.822  1.023  0.40
H  1.815  -4.656  -0.150  0.43
C  -1.516  3.483  -2.216  -1.27
C  -0.189  3.917  -1.603  2.14
C  0.900  3.887  -2.681  -0.79
C  -0.335  5.334  -1.039  -1.82
O  0.108  2.975  -0.565  1.43
Si  1.137  3.047  0.715  -1.49
S  1.286  1.224  1.644  -0.79
O  0.666  4.300  1.713  0.10
C  -0.211  4.351  2.834  2.08
C  -0.650  5.812  2.965  -1.93
C  0.564  3.944  4.092  -1.77
C  -1.457  3.478  2.673  -1.64
O  2.574  3.574  0.073  0.56
C  3.732  4.133  0.667  1.81
C  4.880  3.881  -0.314  -1.74
C  4.076  3.482  2.008  -1.34
C  3.508  5.639  0.856  -1.56
H  -1.758  4.129  -3.065  0.35
H  -2.318  3.541  -1.480  0.39
H  -1.454  2.450  -2.556  -0.30
H  0.746  4.685  -3.412  0.52
H  0.876  2.926  -3.197  -0.22
H  1.878  4.002  -2.221  -0.31
H  -0.709  6.002  -1.817  0.56
H  0.620  5.706  -0.664  0.18
H  -1.042  5.327  -0.208  0.16
H  0.224  6.467  2.957  0.38
H  -1.197  5.954  3.899  0.40
H  -1.298  6.093  2.132  0.37
H  1.417  4.613  4.229  0.37
H  0.926  2.922  3.970  0.27
H  -0.076  3.992  4.977  0.46
H  -1.934  3.669  1.708  0.32
H  -2.163  3.703  3.477  0.67
H  -1.189  2.425  2.715  0.14
H  5.096  2.811  -0.343  0.28
H  5.779  4.418  -0.004  0.41
H  4.593  4.200  -1.317  0.34
H  4.139  2.401  1.888  0.17
H  3.296  3.685  2.741  0.12
H  5.029  3.870  2.375  0.51
H  3.347  6.111  -0.116  0.29
H  4.362  6.110  1.348  0.47
H  2.613  5.776  1.461  0.08
C  0.771  -4.652  -3.330  -0.58
Si  -0.909  -3.874  -3.773  -0.04
C  -1.252  -4.471  -5.571  -1.36
C  -2.231  -4.762  -2.734  -0.79
N  -0.760  -2.218  -3.555  0.56
C  -1.228  -1.195  -4.262  0.22
C  -2.262  -1.249  -5.244  -0.33
C  -2.609  -0.162  -6.019  -0.89
C  -1.959  1.062  -5.878  -1.07
C  -0.976  1.174  -4.901  -0.03
C  -0.650  0.096  -4.107  -0.97
O  0.291  0.287  -3.084  1.52
C  1.602  0.265  -3.412  -0.49
C  2.498  0.754  -2.457  1.24
C  3.851  0.801  -2.736  -0.61
C  4.339  0.348  -3.956  -1.09
C  3.448  -0.153  -4.895  -0.69
C  2.087  -0.192  -4.637  -0.83
H  1.414  -4.789  -4.204  0.42
H  0.649  -5.623  -2.839  0.32
H  1.277  -3.986  -2.629  -0.28
H  -0.877  -5.485  -5.743  0.40
H  -0.757  -3.806  -6.286  0.34
H  -2.320  -4.467  -5.807  0.32
H  -2.310  -5.823  -2.992  0.35
H  -3.216  -4.304  -2.859  0.29
H  -1.963  -4.693  -1.679  0.01
H  -2.771  -2.198  -5.369  0.29
H  -3.402  -0.262  -6.755  0.30
H  -2.222  1.912  -6.496  0.38
H  -0.460  2.117  -4.752  0.34
H  2.107  1.119  -1.512  0.22
H  4.532  1.208  -1.998  0.34
H  5.400  0.392  -4.171  0.36
H  3.817  -0.516  -5.847  0.37
H  1.394  -0.590  -5.366  0.56
C  3.523  -1.717  -0.240  -1.08
C  2.813  -1.995  1.057  0.79
O  1.670  -1.642  1.238  -0.22
C  3.533  -2.746  2.127  0.33
C  2.767  -3.464  3.046  -0.19
C  3.379  -4.215  4.033  -0.91
C  4.765  -4.238  4.129  -0.34
C  5.531  -3.494  3.244  -0.74
C  4.921  -2.757  2.242  -0.30
H  2.790  -1.776  -1.045  -0.05
H  4.336  -2.413  -0.428  0.51
H  3.911  -0.696  -0.218  0.28
H  1.690  -3.434  2.944  0.39
H  2.779  -4.783  4.733  0.39
H  5.248  -4.834  4.894  0.38
H  6.610  -3.487  3.337  0.38
H  5.527  -2.171  1.561  0.43

Cartesian forces (eV/Å) of the 6 atoms listed first:
-0.21 3.25 -0.71
0.07 0.09 -0.06
-0.63 0.22 0.10
0.47 -0.22 -0.22
-0.57 0.10 0.62
-0.12 -0.20 0.10

As for the energy above the lowest of the compared OMol25 structures with the same formula, charge and spin: 36.4 kcal per mole. Its net charge is -2. As for the LUMO energy: 0.1412 Ha. The HOMO-LUMO gap is 5.364 eV.



# 3
The ion C51H70N3O with charge +1. Source: OMol25; level of theory: the ωB97M-V functional and the def2-TZVPD basis.

Each line ends with the Mulliken charge.
Geometry (Å):
C  -0.929  1.543  4.247  -0.91
O  -0.954  1.466  2.788  0.33
C  -1.874  0.601  2.208  0.51
C  -3.347  1.031  2.470  0.11
C  -4.203  -0.054  2.802  -0.52
C  -5.280  0.096  3.691  -0.87
C  -5.656  1.319  4.218  0.85
C  -6.923  1.388  5.030  -1.45
C  -4.893  2.422  3.850  -0.98
C  -3.798  2.315  2.962  -0.36
H  -0.020  2.141  4.426  0.27
H  -1.826  2.078  4.668  0.30
H  -0.750  0.545  4.815  0.27
H  -1.628  -0.436  2.578  0.66
H  -3.982  -1.093  2.504  0.32
H  -5.938  -0.735  3.944  0.37
H  -7.250  2.410  5.270  0.37
H  -7.793  0.948  4.506  0.34
H  -6.833  0.813  5.963  0.32
H  -5.241  3.377  4.245  0.31
H  -3.246  3.251  2.784  0.35
C  -0.936  -5.369  3.134  -1.39
C  0.061  -5.450  1.979  0.24
C  1.390  -6.055  2.438  -1.66
C  0.209  -4.106  1.293  0.09
C  1.234  -3.221  1.621  -0.33
C  1.319  -1.961  1.037  0.43
C  2.344  -0.909  1.534  2.29
C  3.591  -1.525  2.206  -2.23
C  1.763  0.219  2.393  -0.78
C  0.376  -1.647  0.003  0.17
C  0.376  -0.338  -0.617  -1.91
N  1.254  0.058  -1.641  2.37
C  2.580  -0.525  -1.836  -0.42
C  3.710  0.158  -1.340  0.22
C  3.625  1.599  -0.823  2.85
C  3.691  2.520  -2.025  -1.56
C  4.636  1.921  0.271  -1.61
C  4.917  -0.554  -1.325  -0.66
C  4.956  -1.896  -1.691  -1.48
C  3.820  -2.560  -2.153  -0.31
C  2.627  -1.862  -2.278  -0.13
C  1.383  -2.463  -2.945  2.21
C  1.401  -4.001  -2.936  -2.32
C  1.211  -1.928  -4.370  -1.64
N  0.971  1.332  -1.963  -0.15
N  -0.167  1.704  -1.315  1.41
C  -0.645  3.025  -1.689  -0.21
C  -0.284  4.139  -0.885  -0.08
C  0.642  3.960  0.313  2.54
C  -0.039  4.208  1.646  -1.32
C  1.888  4.811  0.151  -1.66
C  -0.777  5.394  -1.208  -0.10
C  -1.417  5.648  -2.412  -1.18
C  -1.556  4.597  -3.314  -0.98
C  -1.148  3.296  -2.998  -0.19
C  -1.224  2.233  -4.124  0.42
C  -1.808  0.870  -3.731  -1.01
C  0.154  2.100  -4.779  -1.22
C  -0.420  0.720  -0.301  0.97
C  -1.553  0.648  0.634  -0.07
C  -0.738  -2.511  -0.284  1.68
C  -1.796  -2.153  -1.344  1.47
C  -3.238  -1.824  -0.880  -1.33
C  -1.951  -3.311  -2.332  -1.73
C  -0.780  -3.726  0.385  -1.11
H  -1.895  -4.957  2.811  0.36
H  -1.135  -6.348  3.576  0.42
H  -0.558  -4.718  3.928  0.29
H  -0.373  -6.127  1.231  0.37
H  2.117  -6.047  1.622  0.38
H  1.805  -5.501  3.286  0.33
H  1.254  -7.097  2.746  0.43
H  1.992  -3.480  2.359  0.26
H  2.694  -0.421  0.603  -0.99
H  4.019  -2.307  1.560  0.42
H  4.351  -0.743  2.352  0.33
H  3.362  -1.951  3.195  0.48
H  0.815  0.603  1.985  -0.39
H  1.589  -0.092  3.445  0.44
H  2.484  1.057  2.405  0.32
H  2.635  1.711  -0.371  -1.19
H  2.752  2.409  -2.578  0.19
H  3.813  3.574  -1.761  0.48
H  4.511  2.226  -2.690  0.35
H  4.574  1.188  1.086  0.19
H  5.653  1.926  -0.134  0.54
H  4.451  2.909  0.713  0.22
H  5.845  -0.065  -1.008  0.32
H  5.898  -2.449  -1.663  0.41
H  3.872  -3.624  -2.428  0.39
H  0.517  -2.135  -2.356  -0.73
H  1.509  -4.390  -1.909  0.36
H  0.493  -4.428  -3.387  0.53
H  2.250  -4.324  -3.555  0.57
H  1.178  -0.827  -4.378  0.17
H  2.077  -2.266  -4.966  0.43
H  0.292  -2.314  -4.842  0.35
H  0.910  2.900  0.272  -1.18
H  -0.794  3.446  1.847  0.11
H  0.696  4.135  2.451  0.40
H  -0.520  5.192  1.705  0.29
H  2.309  4.705  -0.848  0.28
H  1.655  5.866  0.301  0.46
H  2.664  4.541  0.867  0.31
H  -0.642  6.203  -0.486  0.40
H  -1.825  6.642  -2.614  0.40
H  -2.046  4.830  -4.277  0.39
H  -1.917  2.670  -4.868  0.68
H  -2.746  0.954  -3.165  0.29
H  -2.027  0.322  -4.655  0.62
H  -1.099  0.266  -3.153  -0.27
H  0.498  3.071  -5.154  0.41
H  0.886  1.749  -4.039  -0.12
H  0.126  1.387  -5.608  0.43
H  -2.190  1.556  0.453  1.10
H  -2.118  -0.423  0.473  -2.32
H  -1.453  -1.265  -1.907  -0.76
H  -3.380  -0.846  -0.388  0.52
H  -3.882  -1.800  -1.780  0.53
H  -3.615  -2.612  -0.212  0.28
H  -0.981  -3.703  -2.667  0.07
H  -2.514  -4.116  -1.835  0.49
H  -2.518  -2.954  -3.205  0.48
H  -1.605  -4.395  0.145  0.52

Cartesian forces (eV/Å) of the 6 atoms listed first:
0.44 -0.28 0.30
-0.16 0.45 2.02
1.78 0.24 -0.83
-0.92 -0.75 2.03
0.02 0.10 0.83
-0.20 -0.34 -0.93

Its net charge is +1. As for the LUMO energy: -0.1085 Ha. The HOMO-LUMO gap is 8.106 eV.



| no. | strongest force on any atom (hartree/bohr) | electronic energy (a.u.) |
| --- | --- | --- |
| 1 | 0.0284 | -3502.20598 |
| 2 | 0.0649 | -4403.98101 |
| 3 | 0.0844 | -2224.55332 |